Record 1
{"formula": "C7H6CrO6S", "method": "ωB97M-V with the def2-TZVPD basis set", "symbols": ["O", "C", "Cr", "O", "C", "C", "O", "C", "O", "C", "O", "C", "S", "C", "O", "H", "H", "H", "H", "H", "H"], "coordinates": [[0.055, -0.241, -4.446], [0.055, -0.241, -3.297], [0.054, -0.241, -1.386], [1.942, -2.650, -1.385], [1.233, -1.745, -1.386], [-1.124, 1.264, -1.386], [-1.833, 2.169, -1.386], [-1.450, -1.419, -1.386], [-2.355, -2.128, -1.386], [1.559, 0.938, -1.385], [2.464, 1.647, -1.385], [-0.189, -0.746, 2.796], [0.045, -0.298, 1.038], [-0.274, 1.478, 1.384], [1.502, -0.781, 1.115], [-1.199, -0.435, 3.139], [0.598, -0.299, 3.441], [-0.127, -1.850, 2.896], [0.137, 1.774, 2.372], [0.271, 2.119, 0.665], [-1.363, 1.686, 1.366]], "e_homo_ev": [-16.69, -17.63], "charge": 2, "spin_multiplicity": 5, "homo_lumo_gap_ev": [8.1, 5.7], "e_lumo_ev": [-8.592, -11.962], "energy_ha": -2163.6041, "s_squared": 6.045}

***

Record 2
{"formula": "C8H10N3O", "method": "ωB97M-V with the def2-TZVPD basis set", "symbols": ["O", "C", "N", "C", "N", "N", "C", "C", "C", "C", "C", "C", "H", "H", "H", "H", "H", "H", "H", "H", "H", "H"], "coordinates": [[3.764, 2.976, -1.688], [3.689, 2.019, -2.328], [3.743, 0.957, -2.882], [2.840, 0.126, -3.564], [1.742, -0.219, -3.061], [0.796, 0.184, -2.440], [0.388, 0.115, -1.189], [0.742, -0.986, -0.485], [0.528, -0.928, 0.981], [-0.236, 0.187, 1.530], [-1.267, 0.694, 0.601], [-0.466, 1.264, -0.659], [3.199, -0.160, -4.568], [1.177, -1.838, -0.943], [0.212, -1.892, 1.450], [1.457, -0.922, 1.428], [-0.588, 0.045, 2.509], [0.396, 1.033, 1.730], [-1.694, 1.543, 0.994], [-2.000, 0.054, 0.064], [0.351, 1.971, -0.290], [-1.168, 1.566, -1.533]], "e_homo_ev": -13.98, "smiles": "O=C=[N+]=C/N=N/C1=CCCCC1", "charge": 1, "relative_energy_kcal_mol": 111.9, "homo_lumo_gap_ev": 7.7, "e_lumo_ev": -6.321, "energy_ha": -549.9334}

***

Record 3
{"formula": "C23H28N2S2Se4Ti", "method": "ωB97M-V with the def2-TZVPD basis set", "symbols": ["Ti", "Se", "Se", "Se", "Se", "S", "C", "N", "C", "C", "N", "C", "C", "C", "C", "C", "C", "C", "C", "S", "C", "C", "C", "C", "C", "C", "C", "H", "H", "H", "H", "H", "H", "H", "H", "H", "H", "H", "H", "H", "H", "H", "H", "H", "H", "C", "C", "C", "C", "C", "H", "H", "H", "H", "H", "H", "H", "H", "H", "H"], "coordinates": [[-0.365, 2.132, -3.189], [0.143, 6.620, -2.847], [-0.981, 4.532, -2.858], [-1.228, 1.501, -5.523], [0.962, 2.304, -5.294], [0.797, 0.118, -2.496], [-0.367, -0.762, -1.497], [0.136, -1.914, -0.844], [-0.736, -2.512, 0.140], [-2.172, -2.490, -0.383], [-2.598, -1.141, -0.645], [-3.539, -0.543, 0.270], [-3.082, -0.538, 1.715], [-1.931, 0.179, 2.054], [-1.459, 0.180, 3.355], [-2.135, -0.528, 4.346], [-3.281, -1.236, 4.022], [-3.747, -1.240, 2.709], [-1.630, -0.332, -1.304], [-2.177, 1.250, -1.865], [1.013, -2.812, -1.552], [2.260, -3.124, -0.753], [2.613, -4.420, -0.413], [3.768, -4.678, 0.323], [4.578, -3.629, 0.724], [4.225, -2.322, 0.390], [3.076, -2.070, -0.339], [-0.683, -1.959, 1.085], [-0.410, -3.537, 0.338], [-2.858, -2.962, 0.326], [-2.198, -3.064, -1.320], [-4.505, -1.056, 0.186], [-3.692, 0.488, -0.047], [-1.414, 0.736, 1.279], [-0.559, 0.732, 3.596], [-1.769, -0.521, 5.366], [-3.814, -1.789, 4.786], [-4.640, -1.801, 2.451], [1.300, -2.330, -2.488], [0.504, -3.757, -1.808], [1.976, -5.241, -0.726], [4.028, -5.697, 0.584], [5.479, -3.822, 1.294], [4.853, -1.496, 0.703], [2.785, -1.059, -0.604], [1.996, 4.566, -0.201], [0.805, 3.642, -0.489], [1.063, 2.274, 0.156], [-0.433, 4.232, 0.191], [0.675, 3.447, -2.024], [2.129, 4.691, 0.880], [1.825, 5.542, -0.655], [2.921, 4.150, -0.612], [1.229, 2.406, 1.232], [1.934, 1.782, -0.280], [0.209, 1.607, 0.003], [-1.302, 3.585, 0.039], [-0.224, 4.304, 1.266], [-0.662, 5.224, -0.194], [1.310, 4.155, -2.558]], "e_homo_ev": -1.08, "charge": -2, "relative_energy_kcal_mol": 0.0, "homo_lumo_gap_ev": 5.2, "e_lumo_ev": 4.130, "energy_ha": -12254.4372}